(1)
Here is 8 unconnected molecules or ions with the total composition C46H112N8O10 in a non-equilibrium geometry from the OMol25 dataset. Energies are from the ωB97M-V functional and the def2-TZVPD basis.

As for the HOMO energy: -8.04 eV. As for the total charge: 0. The HOMO-LUMO gap is 8.608 eV. The calculation puts the LUMO energy at 0.569 eV.

Element x y z (Å)
C 2.60864 -1.93158 4.22458
C 1.13237 -1.70260 4.54090
C 0.31059 -2.67260 3.64436
C 0.84788 -2.03066 6.01577
C -0.51618 -1.60229 6.52841
C -0.70205 -0.10486 6.27457
C -0.40885 0.33317 4.81896
C -1.66256 -0.04965 4.03284
C -0.21126 1.84585 4.86501
N 0.81521 -0.29490 4.33945
O 1.15919 0.15384 3.03126
H 2.90282 -2.96207 4.43653
H 2.80603 -1.86495 3.15134
H 3.24051 -1.20720 4.74229
H -0.35623 -3.30531 4.23322
H -0.34099 -2.07981 2.99683
H 0.88510 -3.31256 2.97455
H 1.04378 -3.08783 6.20646
H 1.58849 -1.48131 6.61273
H -1.26415 -2.23737 6.04538
H -0.57539 -1.79012 7.60151
H -0.11475 0.47522 6.99216
H -1.72966 0.11854 6.57773
H -1.59456 0.05346 2.94833
H -2.49254 0.57527 4.37403
H -1.99079 -1.05722 4.29217
H -0.09183 2.23449 3.84930
H 0.58556 2.17507 5.52617
H -1.16569 2.29227 5.16390
H 2.09034 0.41190 3.26701
C -1.76223 -6.06677 -6.03706
C -3.09300 -5.39896 -5.67977
C -3.49779 -4.48164 -6.82662
C -4.18203 -6.45816 -5.44136
C -4.05387 -7.17994 -4.09859
C -3.97430 -6.17474 -2.93528
C -2.91121 -5.08854 -3.12830
C -3.23374 -4.03787 -2.07187
C -1.50770 -5.67784 -2.86418
N -3.06091 -4.53135 -4.48286
O -2.23055 -3.39810 -4.63887
H -1.46038 -6.85864 -5.35267
H -1.92429 -6.56467 -6.99800
H -0.93514 -5.36968 -6.16850
H -2.76554 -3.67968 -6.91899
H -3.62790 -4.98801 -7.78445
H -4.45625 -3.98013 -6.66446
H -5.14795 -5.95418 -5.49977
H -4.14113 -7.27114 -6.17044
H -4.95803 -7.75372 -3.89232
H -3.16000 -7.80227 -4.07488
H -3.65064 -6.78952 -2.08768
H -4.94393 -5.75020 -2.67596
H -3.21219 -4.47344 -1.07410
H -4.20636 -3.54664 -2.17509
H -2.53889 -3.19453 -2.13358
H -1.37499 -6.71168 -3.17780
H -1.29531 -5.68135 -1.79130
H -0.77011 -5.03061 -3.34090
H -2.77368 -2.66166 -4.33694
C 0.27127 2.53810 0.54893
O 0.71100 1.52805 -0.33110
C -0.16110 0.41601 -0.40601
C 0.64159 -0.83362 -0.71043
C -0.24869 -2.05125 -0.83746
N 1.57598 -1.10490 0.41656
H -0.71175 2.94261 0.28589
H 1.09793 3.24579 0.57253
H 0.14292 2.18902 1.58346
H -0.65092 0.32235 0.57675
H -1.03890 0.55143 -1.05175
H 1.22131 -0.71768 -1.62992
H -0.85801 -2.03620 -1.74379
H -0.95764 -2.07619 -0.00029
H 0.32818 -2.97048 -0.75515
H 1.07256 -1.07152 1.30697
H 2.04508 -0.20345 0.50483
C -3.51306 2.60491 2.60949
O -4.13639 1.53678 1.93668
C -4.16808 1.74817 0.54222
C -4.73431 0.50447 -0.12026
C -3.74194 -0.66182 -0.15176
N -5.09358 0.82502 -1.52601
H -2.42904 2.50769 2.47776
H -3.76669 2.60749 3.66989
H -3.83028 3.59736 2.26595
H -4.85211 2.57518 0.30847
H -3.17649 2.00698 0.15406
H -5.61991 0.06124 0.34768
H -2.85539 -0.39774 -0.73261
H -4.16937 -1.57301 -0.57501
H -3.42265 -0.94423 0.85505
H -5.92265 1.39560 -1.37802
H -5.32657 -0.00425 -2.05382
C 3.26674 -2.61783 -3.73280
O 3.89850 -2.65029 -2.46250
C 3.48905 -3.80673 -1.73235
C 4.23049 -3.80874 -0.39931
C 3.92783 -4.99743 0.52416
N 3.99833 -2.59277 0.39836
H 3.67166 -1.73418 -4.22522
H 2.17922 -2.63797 -3.62716
H 3.59127 -3.47534 -4.33638
H 2.40213 -3.83085 -1.63212
H 3.91200 -4.67004 -2.26291
H 5.29737 -3.87603 -0.63547
H 4.44367 -4.82743 1.47118
H 4.29689 -5.94575 0.12892
H 2.88341 -5.08477 0.83584
H 4.00606 -1.86762 -0.31944
H 3.00323 -2.54557 0.63587
C -1.67975 5.86388 4.00399
O -1.85312 5.82655 2.60896
C -0.73346 6.39191 1.93766
C -1.05232 6.35630 0.44459
C 0.10661 6.84379 -0.39846
N -2.24463 7.18648 0.17549
H -1.89554 6.87269 4.37510
H -0.78101 5.38982 4.40381
H -2.50549 5.30286 4.46066
H -0.43587 7.37407 2.32339
H 0.12664 5.74272 2.16458
H -1.38235 5.36756 0.12277
H 0.40526 7.88926 -0.29798
H -0.00573 6.62384 -1.45650
H 1.02868 6.32001 -0.11460
H -3.05379 6.76154 0.61942
H -2.16842 8.07204 0.67303
C 7.52247 2.78146 5.41646
O 6.24832 2.78952 4.81377
C 5.47341 1.64937 5.15182
C 4.02071 1.75906 4.71726
N 3.77148 1.43887 3.29456
C 4.18566 2.56601 2.42309
C 4.27083 2.21911 0.96870
O 5.37209 1.35329 0.77374
C 5.69681 1.05077 -0.55636
H 8.06024 3.57855 4.90010
H 8.04797 1.83076 5.30366
H 7.48816 3.08738 6.46801
H 5.53316 1.46844 6.23064
H 5.91745 0.80065 4.61179
H 3.67735 2.78363 4.88026
H 3.42263 1.07041 5.31382
H 4.46322 0.72725 3.03830
H 5.14435 2.97794 2.75495
H 3.40322 3.31880 2.57584
H 4.33807 3.13745 0.37072
H 3.40071 1.65710 0.62413
H 6.44344 1.75760 -0.92876
H 4.86123 0.95436 -1.26082
H 6.12184 0.04450 -0.56186
C -1.83641 6.13690 -3.59305
O -2.24442 4.81186 -3.89451
C -2.42915 4.01029 -2.75440
C -2.85191 2.61517 -3.23943
N -1.96947 2.11713 -4.30457
C -0.88244 1.30512 -3.76523
C 0.18047 1.06247 -4.82348
O 0.78293 2.29785 -5.16003
C 2.06101 2.21731 -5.71215
H -2.00254 6.71580 -4.49708
H -0.76753 6.19019 -3.36257
H -2.36477 6.50788 -2.71157
H -3.17011 4.42451 -2.06110
H -1.49465 3.91449 -2.18175
H -3.90695 2.68025 -3.50973
H -2.85091 1.85177 -2.46064
H -1.55078 2.93697 -4.73295
H -1.22364 0.32018 -3.43103
H -0.45707 1.79728 -2.88164
H -0.20067 0.51014 -5.68470
H 0.98192 0.50525 -4.31523
H 2.07329 1.81286 -6.73303
H 2.74334 1.61618 -5.10245
H 2.45091 3.22743 -5.83113

Cartesian forces (eV/Å) of the 2 atoms listed first:
0.11 -0.05 -0.41
-0.58 -0.94 -0.28

---

(2)
Here is 2 unconnected molecules or ions with the total composition C3H5O2S4 in a non-equilibrium geometry from the OMol25 dataset. Energies are from the ωB97M-V functional and the def2-TZVPD basis.

As for the HOMO energy (spin up / spin down): -1.74 / -3.65 eV. As for the total charge: -1. The spin multiplicity is 3. The HOMO-LUMO gap (spin up / spin down) is 4.674 / 5.373 eV. The expectation value of S² is 2.0140. The calculation puts the LUMO energy (spin up / spin down) at 2.932 / 1.719 eV.

Element x y z (Å)
C -1.17075 0.24611 1.01658
C 1.64973 -0.45794 0.23569
C -0.94425 0.24137 -0.35237
O -1.60117 -0.81111 1.50443
O -0.95552 1.39184 1.72975
S 1.51944 -2.07308 -0.32238
S 2.59077 0.81993 -0.47859
S -1.28204 -1.08812 -1.48549
S -0.78830 1.79008 -1.19530
H 1.52917 -0.39295 1.25907
H 1.24739 -1.77481 -1.73159
H 0.53430 1.59777 -1.15803
H -1.23788 -1.70321 -0.29198
H -1.09089 2.21413 1.27021

Cartesian forces (eV/Å) of the 2 atoms listed first:
-1.22 -1.35 1.05
1.71 1.03 -1.61

---

(3)
Here is a single C19H24N2O4S2 molecule from the OMol25 dataset. Energies are from the ωB97M-V functional and the def2-TZVPD basis.

As for the HOMO energy: -8.00 eV. As for the total charge: 0. The HOMO-LUMO gap is 8.495 eV. The calculation puts the LUMO energy at 0.497 eV.

Element x y z (Å)
C -1.15856 4.13822 -2.66307
O -0.08079 4.42098 -1.80226
C 0.10514 3.62354 -0.71304
C 1.16547 3.97103 0.12308
C 1.42758 3.21289 1.24616
C 0.65592 2.10609 1.54769
C -0.39348 1.74583 0.70594
N -1.11386 0.58982 1.03382
C -2.10503 -0.01349 0.32845
O -2.58209 0.44378 -0.69339
C -2.67660 -1.32568 0.88780
C -1.96022 -2.03096 2.04664
C -0.87263 -2.99267 1.54485
C -0.34381 -2.50692 0.19805
C 0.95957 -3.19174 -0.20119
N 2.01482 -2.84911 0.73477
S 2.30185 -1.32604 1.32380
O 3.58719 -1.41008 1.94537
O 1.19371 -0.90061 2.13049
C 2.47485 -0.19487 -0.03831
C 1.67878 0.13354 -1.09418
C 2.22845 1.17488 -1.87138
C 3.41745 1.61542 -1.38167
S 3.89487 0.76843 0.03338
C -1.43665 -2.67604 -0.86129
C -2.81286 -2.31368 -0.28134
C -0.67642 2.51375 -0.41944
H -1.05956 3.14973 -3.12257
H -2.11726 4.19536 -2.13919
H -1.12378 4.90225 -3.43842
H 1.76161 4.83368 -0.12648
H 2.24614 3.48473 1.89558
H 0.87669 1.50407 2.41520
H -0.69964 0.08404 1.80826
H -3.68709 -1.05086 1.21566
H -1.52654 -1.31384 2.74382
H -2.70488 -2.59828 2.60930
H -1.27542 -4.00043 1.42484
H -0.05688 -3.03541 2.26442
H -0.11079 -1.44876 0.29924
H 0.84057 -4.27986 -0.17950
H 1.23055 -2.89582 -1.22656
H 2.89860 -3.29434 0.54779
H 0.73961 -0.33400 -1.32213
H 1.75285 1.57516 -2.74762
H 4.03891 2.39566 -1.77264
H -1.44970 -3.70821 -1.21815
H -1.21796 -2.03516 -1.71772
H -3.43454 -1.86940 -1.05814
H -3.31623 -3.20939 0.08451
H -1.49789 2.22277 -1.04921

Cartesian forces (eV/Å) of the 2 atoms listed first:
-0.17 -0.03 -0.13
0.22 0.00 0.21